No. 1
{
  "formula": "C28H77ClN7O11",
  "method": "ωB97M-V/def2-TZVPD",
  "lumo_ev": 2.05,
  "spin_multiplicity": 1,
  "de_lowest_ev": 3.7527,
  "homo_lumo_gap_ev": 7.6,
  "charge": -1,
  "homo_energy_ev": -5.585,
  "symbols": ["Cl", "O", "O", "O", "O", "C", "C", "C", "O", "C", "N", "H", "H", "H", "H", "H", "H", "H", "H", "H", "H", "H", "C", "C", "C", "O", "C", "N", "H", "H", "H", "H", "H", "H", "H", "H", "H", "H", "H", "C", "C", "C", "O", "C", "N", "H", "H", "H", "H", "H", "H", "H", "H", "H", "H", "H", "C", "C", "C", "O", "C", "N", "H", "H", "H", "H", "H", "H", "H", "H", "H", "H", "H", "C", "C", "C", "O", "C", "N", "H", "H", "H", "H", "H", "H", "H", "H", "H", "H", "H", "C", "C", "C", "O", "C", "N", "H", "H", "H", "H", "H", "H", "H", "H", "H", "H", "H", "C", "C", "C", "O", "C", "N", "H", "H", "H", "H", "H", "H", "H", "H", "H", "H", "H"],
  "positions_angstrom": [[19.415, 13.145, 5.984], [18.141, 13.393, 6.611], [19.181, 13.138, 4.591], [20.298, 14.234, 6.285], [20.128, 11.930, 6.328], [28.303, 16.789, -2.635], [28.704, 15.557, -1.857], [27.505, 14.848, -1.154], [27.048, 15.688, -0.091], [25.990, 15.038, 0.664], [29.384, 14.701, -2.804], [27.656, 17.477, -2.091], [27.616, 16.485, -3.425], [29.127, 17.380, -3.034], [29.523, 15.790, -1.177], [27.929, 13.948, -0.708], [26.715, 14.566, -1.850], [26.384, 14.196, 1.232], [25.257, 14.784, -0.102], [25.607, 15.664, 1.470], [30.118, 15.243, -3.237], [29.838, 13.897, -2.396], [6.093, 13.326, 4.428], [6.021, 14.487, 5.386], [7.439, 14.986, 5.791], [8.218, 13.989, 6.455], [9.573, 14.254, 6.630], [5.233, 15.618, 4.757], [6.764, 13.542, 3.596], [5.146, 12.973, 4.019], [6.498, 12.471, 4.969], [5.527, 14.144, 6.295], [7.420, 15.889, 6.400], [7.858, 15.314, 4.839], [9.692, 14.936, 7.471], [10.114, 14.502, 5.716], [10.043, 13.366, 7.052], [5.103, 16.375, 5.413], [5.624, 16.026, 3.919], [23.374, 22.199, -2.275], [23.358, 22.514, -0.752], [22.788, 21.345, 0.113], [21.428, 21.113, -0.256], [20.910, 20.021, 0.574], [24.742, 22.730, -0.423], [24.063, 21.377, -2.464], [23.634, 23.107, -2.819], [22.395, 21.790, -2.527], [22.765, 23.408, -0.561], [22.872, 21.603, 1.168], [23.296, 20.394, -0.042], [19.857, 19.960, 0.301], [20.868, 20.292, 1.629], [21.477, 19.103, 0.416], [25.191, 23.376, -1.057], [24.809, 23.150, 0.493], [20.069, 4.912, -1.677], [20.886, 4.574, -0.430], [21.239, 5.704, 0.532], [22.227, 6.572, -0.112], [22.757, 7.548, 0.692], [20.265, 3.481, 0.172], [20.671, 5.589, -2.283], [19.073, 5.313, -1.488], [19.929, 4.036, -2.311], [21.846, 4.184, -0.770], [21.697, 5.313, 1.441], [20.374, 6.295, 0.832], [21.973, 8.288, 0.846], [23.623, 8.011, 0.218], [23.243, 7.293, 1.634], [20.549, 2.710, -0.415], [20.785, 3.311, 1.021], [22.226, 21.490, 8.713], [23.350, 21.627, 9.707], [24.636, 20.905, 9.122], [25.769, 20.703, 10.006], [25.611, 19.867, 11.083], [23.683, 23.059, 9.961], [21.276, 21.881, 9.077], [22.006, 20.438, 8.529], [22.413, 21.982, 7.759], [22.935, 21.122, 10.580], [24.948, 21.270, 8.143], [24.346, 19.872, 8.932], [25.317, 18.861, 10.784], [24.862, 20.204, 11.800], [26.587, 19.705, 11.539], [23.872, 23.571, 9.111], [24.511, 23.215, 10.517], [32.322, 14.441, 11.515], [31.058, 13.629, 11.589], [30.158, 13.679, 10.311], [28.829, 13.266, 10.606], [27.946, 13.100, 9.482], [31.498, 12.313, 11.864], [33.002, 14.041, 10.764], [32.787, 14.483, 12.500], [31.959, 15.441, 11.275], [30.515, 14.019, 12.449], [30.606, 13.127, 9.484], [29.977, 14.696, 9.965], [28.185, 12.329, 8.749], [27.811, 14.027, 8.925], [26.934, 12.980, 9.867], [31.850, 12.343, 12.810], [30.624, 11.808, 11.838], [24.349, 6.406, 10.150], [22.948, 6.036, 10.604], [22.499, 6.997, 11.730], [23.317, 6.651, 12.894], [22.833, 7.210, 14.177], [21.994, 6.016, 9.501], [24.419, 7.454, 9.859], [24.696, 5.810, 9.305], [25.032, 6.098, 10.942], [23.019, 5.072, 11.110], [21.436, 6.897, 11.950], [22.700, 8.041, 11.491], [22.574, 8.259, 14.030], [23.657, 7.237, 14.890], [21.901, 6.783, 14.550], [21.085, 5.759, 9.859], [21.770, 6.959, 9.216]]
}

No. 2
{
  "formula": "C16H14N4O4S",
  "method": "ωB97M-V/def2-TZVPD",
  "lumo_ev": 0.37,
  "spin_multiplicity": 1,
  "smiles": "CC(=O)Nc1ccc(NC(=O)CSc2nnc(-c3ccco3)o2)cc1",
  "homo_lumo_gap_ev": 8.3,
  "homo_energy_ev": -7.984,
  "symbols": ["C", "C", "O", "N", "C", "C", "C", "C", "C", "C", "H", "H", "N", "C", "O", "C", "H", "H", "S", "C", "N", "N", "C", "C", "C", "C", "C", "O", "H", "H", "H", "O", "H", "H", "H", "H", "H", "H", "H"],
  "positions_angstrom": [[-7.569, -0.912, 1.189], [-6.421, -0.699, 0.221], [-6.444, -1.073, -0.927], [-5.375, -0.041, 0.805], [-4.149, 0.337, 0.249], [-3.788, 0.054, -1.065], [-2.561, 0.454, -1.557], [-1.669, 1.145, -0.744], [-2.026, 1.427, 0.573], [-3.251, 1.027, 1.063], [-3.516, 1.252, 2.087], [-1.341, 1.962, 1.215], [-0.411, 1.580, -1.181], [0.168, 1.413, -2.390], [-0.332, 0.903, -3.362], [1.581, 2.000, -2.505], [2.178, 1.328, -3.121], [1.518, 2.972, -2.996], [2.473, 2.301, -0.950], [2.735, 0.660, -0.488], [2.367, -0.408, -1.127], [2.788, -1.453, -0.400], [3.392, -0.980, 0.651], [4.000, -1.740, 1.695], [4.094, -3.104, 1.843], [4.795, -3.310, 3.047], [5.074, -2.068, 3.539], [4.598, -1.114, 2.732], [5.587, -1.747, 4.424], [5.058, -4.249, 3.487], [3.706, -3.835, 1.166], [3.391, 0.382, 0.657], [0.137, 2.058, -0.476], [-2.289, 0.230, -2.574], [-4.474, -0.480, -1.700], [-5.490, 0.221, 1.774], [-7.240, -1.507, 2.038], [-8.372, -1.434, 0.678], [-7.939, 0.045, 1.552]]
}

No. 3
{
  "formula": "C5H6BiO5",
  "method": "ωB97M-V/def2-TZVPD",
  "lumo_ev": [-9.78, -13.18],
  "spin_multiplicity": 2,
  "s_squared": 0.7573,
  "de_lowest_ev": 2.1591,
  "homo_lumo_gap_ev": [8.4, 5.0],
  "charge": 2,
  "homo_energy_ev": [-18.221, -18.163],
  "symbols": ["H", "O", "C", "C", "H", "H", "C", "C", "O", "C", "O", "O", "Bi", "O", "H", "H", "H"],
  "positions_angstrom": [[-2.582, 2.404, 0.809], [-0.472, 0.462, 2.523], [-1.588, 2.316, 1.248], [-1.323, 1.236, 2.212], [-1.003, 3.227, 1.375], [2.650, 0.272, -1.757], [1.986, -0.401, -1.185], [0.497, -0.226, -1.518], [-0.204, -0.643, -0.375], [-1.021, -1.788, -0.133], [-2.397, -1.726, -0.089], [-0.363, -2.464, 0.729], [0.738, -0.962, 1.507], [2.271, -0.346, 0.135], [2.341, -1.428, -1.483], [0.177, -0.783, -2.405], [0.293, 0.850, -1.593]]
}

No. 4
{
  "formula": "C28H52Cl14O8",
  "method": "ωB97M-V/def2-TZVPD",
  "lumo_ev": -2.10,
  "spin_multiplicity": 1,
  "smiles": "O=C1C=C(O)C(=O)C=C1O.COCCOC.COCCOC.ClCCCl.ClCCCl.ClCCCl.ClCCCl.ClCCCl.ClCCCl.ClCCCl",
  "homo_lumo_gap_ev": 7.6,
  "homo_energy_ev": -9.651,
  "symbols": ["Cl", "C", "C", "Cl", "H", "H", "H", "H", "Cl", "C", "C", "Cl", "H", "H", "H", "H", "Cl", "C", "C", "Cl", "H", "H", "H", "H", "Cl", "C", "C", "Cl", "H", "H", "H", "H", "Cl", "C", "C", "Cl", "H", "H", "H", "H", "Cl", "C", "C", "Cl", "H", "H", "H", "H", "Cl", "C", "C", "Cl", "H", "H", "H", "H", "C", "O", "C", "C", "O", "C", "H", "H", "H", "H", "H", "H", "H", "H", "H", "H", "C", "O", "C", "C", "O", "C", "H", "H", "H", "H", "H", "H", "H", "H", "H", "H", "C", "C", "C", "O", "C", "C", "C", "O", "O", "O", "H", "H", "H", "H"],
  "positions_angstrom": [[-1.296, 5.475, 4.304], [-1.522, 3.733, 3.914], [-2.063, 3.514, 2.507], [-1.080, 4.278, 1.181], [-2.327, 3.385, 4.561], [-0.568, 3.247, 4.121], [-3.031, 4.016, 2.492], [-2.202, 2.463, 2.255], [-2.121, -5.493, -0.670], [-0.777, -6.067, 0.324], [0.008, -7.137, -0.486], [0.563, -6.679, -2.088], [-1.100, -6.463, 1.287], [-0.137, -5.238, 0.626], [-0.665, -7.959, -0.727], [0.847, -7.615, 0.021], [-0.035, 3.803, -2.296], [-0.371, 3.044, -3.870], [0.844, 2.022, -4.024], [2.318, 2.767, -4.480], [-0.513, 3.719, -4.713], [-1.274, 2.441, -3.777], [0.639, 1.317, -4.829], [1.053, 1.397, -3.156], [2.454, 3.104, 1.067], [3.154, 2.430, -0.479], [4.005, 3.524, -1.110], [5.426, 3.823, -0.086], [2.328, 2.042, -1.074], [3.743, 1.533, -0.293], [3.452, 4.464, -1.133], [4.290, 3.283, -2.133], [-4.045, -3.383, -3.523], [-2.404, -3.978, -4.044], [-1.344, -3.109, -3.615], [-1.292, -1.453, -4.354], [-2.374, -4.102, -5.127], [-2.203, -4.988, -3.686], [-0.349, -3.550, -3.667], [-1.566, -2.984, -2.555], [3.869, -5.372, 0.122], [5.123, -4.131, 0.212], [4.732, -2.919, 1.020], [3.951, -1.623, 0.096], [5.316, -3.775, -0.800], [5.986, -4.663, 0.613], [5.586, -2.484, 1.540], [4.121, -3.138, 1.895], [2.653, -1.341, -4.495], [3.290, -2.676, -3.444], [2.994, -4.044, -4.119], [4.157, -4.451, -5.394], [2.676, -2.457, -2.570], [4.288, -2.399, -3.106], [1.974, -3.945, -4.490], [3.019, -4.848, -3.383], [-3.515, 0.800, -1.657], [-3.165, 2.065, -2.267], [-3.723, 3.227, -1.590], [-3.787, 4.431, -2.543], [-4.858, 4.382, -3.453], [-4.616, 5.068, -4.663], [-3.030, 0.042, -2.273], [-4.575, 0.624, -1.845], [-2.984, 0.798, -0.706], [-2.986, 3.330, -0.794], [-4.665, 3.033, -1.078], [-2.790, 4.355, -2.977], [-3.917, 5.374, -2.012], [-4.282, 6.105, -4.705], [-5.510, 5.111, -5.286], [-3.943, 4.426, -5.232], [-1.880, -0.460, 5.340], [-1.102, -0.024, 6.502], [0.180, 0.443, 6.015], [0.703, 1.599, 6.964], [-0.253, 2.675, 6.918], [0.039, 3.759, 7.747], [-2.524, 0.230, 4.796], [-2.621, -1.198, 5.647], [-1.334, -0.975, 4.549], [0.102, 0.873, 5.017], [0.845, -0.405, 5.857], [1.711, 1.960, 6.761], [0.757, 1.241, 7.992], [-0.819, 4.431, 7.763], [0.898, 4.295, 7.344], [0.220, 3.430, 8.770], [0.419, -1.442, 2.007], [0.626, -2.396, 1.108], [0.440, -2.176, -0.363], [0.536, -3.106, -1.211], [0.178, -0.789, -0.770], [-0.002, 0.147, 0.116], [0.062, -0.041, 1.633], [-0.174, 0.844, 2.466], [-0.150, 1.434, -0.225], [1.328, -3.538, 1.520], [0.698, -1.657, 3.028], [0.118, -0.619, -1.835], [-0.260, 2.013, 0.532], [1.409, -4.081, 0.733]]
}

No. 5
{
  "formula": "C5H11NS",
  "method": "ωB97M-V/def2-TZVPD",
  "lumo_ev": 0.82,
  "spin_multiplicity": 1,
  "de_lowest_ev": 6.3567,
  "homo_lumo_gap_ev": 9.1,
  "homo_energy_ev": -8.302,
  "symbols": ["C", "C", "C", "C", "C", "H", "H", "H", "H", "H", "H", "H", "H", "H", "H", "H", "N", "S"],
  "positions_angstrom": [[-2.366, 0.914, -0.015], [-0.877, -0.834, -0.399], [0.421, -0.093, -0.441], [1.402, 0.114, 0.781], [2.851, -0.267, 0.053], [-1.511, 1.983, 0.312], [-3.655, 1.065, 0.511], [-2.829, 1.005, -1.295], [-1.933, -0.405, 1.611], [-1.412, -0.866, -1.409], [-0.609, -1.876, -0.228], [1.017, -0.347, -1.362], [0.929, -0.383, 1.591], [3.036, -1.353, 0.097], [2.787, 0.113, -0.969], [4.050, -0.022, 0.557], [-2.027, -0.427, 0.607], [0.727, 1.681, -0.002]]
}

No. 6
{
  "formula": "C20H27ClNO2PRu",
  "method": "ωB97M-V/def2-TZVPD",
  "lumo_ev": [-6.03, -10.49],
  "spin_multiplicity": 5,
  "s_squared": 6.0398,
  "de_lowest_ev": 1.7803,
  "homo_lumo_gap_ev": [7.0, 3.5],
  "charge": 2,
  "homo_energy_ev": [-13.030, -13.956],
  "symbols": ["C", "C", "C", "C", "C", "C", "C", "C", "N", "Ru", "C", "P", "H", "H", "H", "H", "H", "H", "H", "H", "C", "C", "H", "C", "C", "H", "H", "H", "H", "H", "H", "H", "H", "H", "H", "H", "H", "H", "H", "Cl", "C", "C", "C", "C", "C", "C", "C", "O", "O", "H", "H", "H", "H"],
  "positions_angstrom": [[4.926, -2.373, -0.736], [4.795, -1.272, 0.105], [3.588, -0.571, 0.170], [2.487, -0.954, -0.614], [2.631, -2.066, -1.463], [3.843, -2.759, -1.529], [3.526, 0.583, 1.111], [2.339, 1.511, 0.903], [2.316, 2.110, -0.523], [0.743, 0.140, -0.630], [1.482, -2.505, -2.312], [-0.001, -1.374, -2.120], [5.626, -0.926, 0.727], [3.921, -3.603, -2.212], [5.863, -2.923, -0.768], [1.148, -3.515, -2.027], [1.757, -2.548, -3.379], [3.464, 0.218, 2.150], [4.461, 1.167, 1.058], [1.367, 1.076, 1.196], [-1.326, -2.635, -2.174], [-0.137, -0.542, -3.731], [2.457, 2.381, 1.557], [2.237, 3.613, -0.364], [1.415, 1.786, -1.661], [-1.058, -0.554, -1.146], [2.435, 4.085, -1.330], [1.239, 3.859, 0.010], [2.996, 3.910, 0.362], [1.668, 2.541, -2.420], [1.734, 0.910, -2.298], [0.341, 2.085, -1.514], [0.513, -1.030, -4.467], [-1.185, -0.603, -4.045], [0.147, 0.512, -3.632], [-0.912, -3.637, -2.328], [-1.873, -2.619, -1.227], [-2.012, -2.391, -2.992], [3.276, 1.966, -0.876], [-5.277, 0.656, 5.959], [-4.064, 0.756, 4.757], [-4.063, 1.833, 3.854], [-3.094, 1.885, 2.848], [-2.142, 0.870, 2.743], [-2.127, -0.187, 3.656], [-3.079, -0.243, 4.677], [-1.135, 0.909, 1.612], [-0.910, 1.991, 1.012], [-0.554, -0.222, 1.356], [-4.814, 2.613, 3.945], [-3.067, 2.712, 2.141], [-1.371, -0.964, 3.563], [-3.064, -1.052, 5.400]]
}

| no. | molecular weight (g mol⁻¹) | total energy (Ha) |
| --- | --- | --- |
| 1 | 723.41 | -2783.68632 |
| 2 | 358.38 | -1536.28754 |
| 3 | 355.08 | -783.95352 |
| 4 | 1013.06 | -8142.54013 |
| 5 | 117.22 | -649.80543 |
| 6 | 480.94 | -1879.16336 |